Version a
The following is a quantum chemistry calculation of an isolated molecule of C4H12N2O, from OMol25.

Each line ends with the Löwdin charge.
Element x y z (Å)
N 0.29 1.52 -2.41  -0.01
C -0.48 1.60 -1.17  -0.29
C -1.10 0.26 -0.84  -0.27
N -0.27 -0.78 -0.27  -0.07
C -0.09 -0.64 1.19  -0.22
C 0.94 -1.64 1.64  -0.27
O 1.44 -1.34 2.94  -0.07
H -0.26 1.31 -3.23  0.06
H 0.85 2.34 -2.56  0.06
H -1.26 2.36 -1.15  0.10
H 0.27 1.88 -0.45  0.10
H -2.07 0.44 -0.37  0.12
H -1.47 -0.11 -1.78  0.10
H 0.65 -0.67 -0.68  0.10
H 0.24 0.37 1.39  0.11
H -1.03 -0.85 1.69  0.12
H 0.64 -2.68 1.49  0.12
H 1.81 -1.57 0.98  0.11
H 0.90 -1.82 3.59  0.09

Calculated values
M in g/mol: 104.15
LUMO energy in eV: 1.021
Orbital gap in eV: 9.8



Version b
The following is a quantum chemistry calculation of an isolated molecule of C4H12N2O, from OMol25.

Each line ends with the Löwdin charge.
Element x y z (Å)
C -0.30 -0.03 -2.06  -0.07
C -0.09 -0.56 -0.66  -0.43
C -1.45 -0.78 0.00  -0.27
O -2.21 -1.67 -0.78  -0.05
N 0.77 0.41 0.08  -0.03
C 1.85 0.98 1.02  -0.25
N 1.28 1.49 2.35  -0.01
H 0.76 0.06 -2.44  0.10
H -0.58 1.04 -1.98  0.09
H -0.92 -0.56 -2.75  0.07
H 0.26 -1.60 -0.65  0.14
H -1.18 -1.22 1.03  0.14
H -1.88 0.18 0.17  0.10
H -1.56 -1.96 -1.43  0.07
H 0.18 1.32 0.04  0.12
H 2.44 1.78 0.62  0.07
H 2.73 0.14 1.06  0.13
H 1.73 2.36 2.56  0.04
H 1.33 0.88 3.18  0.06

Calculated values
M in g/mol: 104.15
LUMO energy in eV: 0.895
Orbital gap in eV: 9.4



Stability check: which of them is most stable? version a.



Version a
The following is a quantum chemistry calculation of C51H47F6N4O3PS5Sc as an isolated structure, from OMol25.

Each line ends with the Löwdin charge.
Element x y z (Å)
Sc -0.45 -0.97 -0.26  0.96
C -4.77 1.96 -3.42  -0.35
S -3.92 0.37 -3.65  0.92
C -3.26 0.07 -2.04  -1.06
S -2.20 1.29 -1.42  0.91
N -3.50 -1.05 -1.48  -0.02
N -2.79 -1.32 -0.33  -0.07
C -3.43 -1.90 0.60  -0.01
C -2.76 -2.15 1.87  -0.25
C -3.42 -2.76 2.93  0.02
C -2.76 -2.87 4.15  -0.01
C -1.48 -2.38 4.25  0.00
C -0.88 -1.81 3.13  -0.12
N -1.50 -1.69 1.97  0.06
H -5.02 2.31 -4.42  0.05
H -4.11 2.67 -2.93  0.01
H -5.68 1.80 -2.84  0.05
H -4.48 -2.14 0.49  0.15
H -4.43 -3.13 2.79  0.13
H -3.26 -3.32 5.00  0.13
H -0.93 -2.44 5.18  0.13
H 0.14 -1.44 3.18  0.13
C -2.15 2.40 7.33  -0.03
C -1.50 2.09 6.01  -0.25
C -0.14 2.37 5.82  -0.01
C 0.46 2.14 4.59  -0.06
C -0.30 1.63 3.55  -0.37
C -1.64 1.31 3.72  -0.07
C -2.22 1.55 4.96  -0.02
S 0.59 1.51 2.00  1.12
O -0.20 0.54 1.12  -0.61
C 0.19 3.15 1.40  -0.30
C -1.10 3.31 0.88  -0.12
C -1.49 4.51 0.38  -0.01
C -0.58 5.59 0.32  -0.15
C -0.94 6.82 -0.29  -0.02
C -0.02 7.82 -0.41  -0.05
C 1.29 7.65 0.08  -0.04
C 1.65 6.49 0.72  0.01
C 0.72 5.43 0.87  -0.10
C 1.09 4.20 1.50  -0.12
C 2.35 4.18 2.31  -0.15
C 2.38 5.04 3.47  -0.12
C 1.23 5.72 3.94  -0.02
C 1.29 6.54 5.03  -0.05
C 2.51 6.75 5.71  -0.06
C 3.63 6.08 5.30  -0.02
C 3.59 5.20 4.20  -0.15
C 4.74 4.48 3.80  0.01
C 4.69 3.62 2.76  -0.05
C 3.49 3.44 2.03  -0.30
S 3.59 2.39 0.58  0.96
O 4.50 3.06 -0.37  -0.48
C 4.54 1.03 1.30  -0.39
C 5.68 0.65 0.60  -0.07
C 6.40 -0.46 1.00  -0.02
C 6.01 -1.22 2.10  -0.26
C 6.78 -2.43 2.54  -0.04
C 4.88 -0.80 2.81  -0.03
C 4.15 0.31 2.42  -0.08
H -1.47 2.22 8.16  0.09
H -3.06 1.82 7.48  0.08
H -2.43 3.46 7.35  0.10
H 0.44 2.79 6.63  0.13
H 1.51 2.38 4.44  0.11
H -2.21 0.90 2.90  0.11
H -3.27 1.31 5.10  0.12
H -1.78 2.47 0.92  0.06
H -2.50 4.65 0.01  0.12
H -1.94 6.93 -0.67  0.12
H -0.30 8.75 -0.88  0.12
H 2.01 8.44 -0.04  0.12
H 2.66 6.37 1.08  0.13
H 0.28 5.57 3.45  0.12
H 0.40 7.04 5.38  0.11
H 2.55 7.41 6.56  0.11
H 4.57 6.21 5.83  0.12
H 5.66 4.62 4.36  0.13
H 5.57 3.07 2.44  0.12
H 5.99 1.24 -0.25  0.11
H 7.29 -0.75 0.46  0.12
H 7.45 -2.77 1.75  0.08
H 6.10 -3.25 2.80  0.08
H 7.38 -2.20 3.42  0.09
H 4.57 -1.35 3.69  0.12
H 3.31 0.63 3.03  0.09
F 1.20 -1.84 0.51  -0.24
P 1.02 -3.60 0.20  0.25
F 0.70 -5.08 -0.15  -0.04
F -0.60 -3.12 -0.10  -0.20
F 1.29 -3.21 -1.34  -0.13
F 0.65 -3.74 1.72  -0.07
F 2.56 -3.76 0.46  -0.05
O -0.66 -1.42 -2.25  -0.65
S -0.69 -1.29 -3.78  1.05
C -1.97 -2.46 -4.35  -0.30
C -1.26 -3.73 -4.81  -0.20
C 0.06 -3.28 -5.42  -0.21
C 0.67 -2.33 -4.40  -0.28
H -2.46 -1.95 -5.18  0.09
H -2.68 -2.60 -3.54  0.09
H -1.88 -4.28 -5.52  0.13
H -1.07 -4.38 -3.95  0.13
H -0.12 -2.76 -6.37  0.12
H 0.73 -4.11 -5.62  0.13
H 1.45 -1.68 -4.81  0.09
H 1.05 -2.86 -3.53  0.09
C 2.90 1.08 -3.68  -0.03
C 3.21 -0.08 -2.98  -0.03
C 2.41 -0.46 -1.91  -0.13
N 1.34 0.23 -1.52  0.01
C 1.08 1.37 -2.17  -0.16
C 1.82 1.83 -3.24  -0.02
H 3.50 1.40 -4.52  0.12
H 4.07 -0.68 -3.25  0.12
H 2.67 -1.34 -1.34  0.11
H 0.25 1.97 -1.80  0.06
H 1.57 2.77 -3.72  0.12

Calculated values
M in g/mol: 1114.21
Total charge: +2
Multiplicity: 2
⟨S²⟩: 0.76
LUMO energy (spin up / spin down) in eV: -5.775 / -8.218
Orbital gap (spin up / spin down) in eV: 6.4 / 4.0



Version b
The following is a quantum chemistry calculation of C51H47F6N4O3PS5Sc as an isolated structure, from OMol25.

Each line ends with the Löwdin charge.
Element x y z (Å)
Sc 1.85 0.08 0.03  1.05
C 6.60 0.42 4.52  -0.34
S 5.30 -0.77 4.09  0.90
C 4.62 0.03 2.63  -1.13
S 5.47 -0.65 1.35  0.81
N 3.72 0.93 2.75  -0.04
N 2.97 1.40 1.75  -0.02
C 2.72 2.66 1.76  -0.03
C 1.96 3.29 0.70  -0.24
C 1.84 4.68 0.65  0.01
C 1.23 5.27 -0.44  -0.02
C 0.79 4.46 -1.47  -0.01
C 0.95 3.08 -1.35  -0.10
N 1.49 2.50 -0.29  0.07
H 7.09 0.01 5.40  0.05
H 6.15 1.38 4.75  0.05
H 7.30 0.50 3.70  0.04
H 3.18 3.31 2.51  0.15
H 2.24 5.28 1.45  0.12
H 1.12 6.34 -0.50  0.12
H 0.34 4.86 -2.36  0.12
H 0.66 2.43 -2.16  0.09
C -1.68 -4.88 5.58  -0.03
C -1.46 -3.87 4.50  -0.26
C -1.61 -2.51 4.75  -0.02
C -1.44 -1.57 3.75  -0.05
C -1.10 -1.98 2.48  -0.34
C -0.95 -3.34 2.21  -0.07
C -1.12 -4.27 3.21  -0.02
S -0.88 -0.91 1.05  1.11
O 0.25 0.06 1.37  -0.57
C -2.34 0.13 1.26  -0.31
C -2.34 1.16 2.21  -0.06
C -3.42 1.98 2.30  0.01
C -4.51 1.84 1.42  -0.14
C -5.58 2.76 1.45  -0.02
C -6.58 2.69 0.52  -0.05
C -6.58 1.67 -0.44  -0.05
C -5.57 0.74 -0.48  -0.01
C -4.51 0.81 0.45  -0.10
C -3.39 -0.06 0.39  -0.18
C -3.22 -1.11 -0.64  -0.17
C -3.95 -2.33 -0.62  -0.10
C -4.97 -2.59 0.32  0.00
C -5.62 -3.79 0.33  -0.05
C -5.26 -4.80 -0.57  -0.05
C -4.27 -4.58 -1.50  -0.01
C -3.61 -3.34 -1.56  -0.14
C -2.60 -3.08 -2.52  0.02
C -1.94 -1.88 -2.55  -0.03
C -2.25 -0.91 -1.60  -0.29
S -1.33 0.64 -1.43  1.13
O 0.11 0.23 -1.22  -0.62
C -1.38 1.29 -3.10  -0.37
C -2.30 2.31 -3.31  -0.07
C -2.27 3.04 -4.48  -0.02
C -1.32 2.75 -5.46  -0.26
C -1.24 3.58 -6.70  -0.03
C -0.42 1.71 -5.25  -0.01
C -0.44 0.98 -4.07  -0.07
H -1.61 -4.43 6.56  0.08
H -0.97 -5.70 5.50  0.09
H -2.68 -5.32 5.48  0.10
H -1.89 -2.18 5.75  0.12
H -1.59 -0.53 3.97  0.10
H -0.70 -3.65 1.20  0.12
H -1.00 -5.32 2.99  0.13
H -1.45 1.31 2.81  0.11
H -3.46 2.77 3.04  0.12
H -5.58 3.53 2.20  0.12
H -7.38 3.41 0.53  0.11
H -7.38 1.62 -1.16  0.11
H -5.59 -0.06 -1.21  0.12
H -5.23 -1.81 1.02  0.12
H -6.41 -3.98 1.04  0.11
H -5.77 -5.75 -0.53  0.11
H -3.99 -5.35 -2.20  0.12
H -2.36 -3.84 -3.24  0.13
H -1.17 -1.68 -3.28  0.11
H -3.01 2.53 -2.53  0.11
H -2.98 3.84 -4.63  0.12
H -1.98 4.38 -6.67  0.08
H -1.43 2.97 -7.58  0.09
H -0.25 4.02 -6.80  0.09
H 0.30 1.48 -6.01  0.12
H 0.29 0.20 -3.90  0.11
F 3.10 -1.48 -0.47  -0.30
P 2.46 -2.21 -1.93  0.26
F 1.72 -2.78 -3.18  -0.06
F 2.83 -3.62 -1.33  -0.07
F 1.05 -2.20 -1.02  -0.18
F 3.88 -2.01 -2.60  -0.09
F 2.09 -0.66 -2.38  -0.19
O 3.59 0.98 -0.85  -0.65
S 4.86 0.87 -1.68  1.02
C 5.65 2.53 -1.54  -0.27
C 4.98 3.41 -2.58  -0.22
C 4.90 2.55 -3.83  -0.21
C 4.28 1.23 -3.39  -0.27
H 6.70 2.39 -1.78  0.10
H 5.54 2.88 -0.52  0.10
H 5.54 4.33 -2.75  0.13
H 3.97 3.68 -2.25  0.11
H 5.89 2.40 -4.25  0.12
H 4.28 3.02 -4.60  0.12
H 4.55 0.39 -4.02  0.10
H 3.20 1.31 -3.29  0.09
C 2.22 -3.41 4.25  -0.04
C 1.96 -2.06 4.41  -0.05
C 1.90 -1.25 3.29  -0.18
N 2.10 -1.69 2.04  0.03
C 2.32 -3.00 1.90  -0.12
C 2.37 -3.89 2.96  -0.03
H 2.29 -4.07 5.10  0.12
H 1.83 -1.63 5.39  0.12
H 1.68 -0.20 3.40  0.10
H 2.45 -3.36 0.89  0.10
H 2.54 -4.94 2.77  0.12

Calculated values
M in g/mol: 1114.21
Total charge: +2
Multiplicity: 2
⟨S²⟩: 0.76
LUMO energy (spin up / spin down) in eV: -5.427 / -6.639
Orbital gap (spin up / spin down) in eV: 7.0 / 5.8



Stability check: which of them is most stable? version b.